Below is a structure of composition C2H12O4Rb, with properties calculated with the ωB97M-V functional and the def2-TZVPD basis.

Computed properties:
Electronic energy   -11109.588 eV
Frontier orbital gap   10.59 eV
Relative energy (zero: lowest compared OMol25 entry of this formula, charge and spin)   0.0 kcal per mole

ORCA input file:
```
! RIJCOSX wB97M-V def2-TZVPD def2/J DEFGRID3
* xyz 1 1
Rb -0.85 -0.39 -0.35
O 0.85 -0.81 -2.64
H 1.68 -1.17 -2.97
H 0.58 -0.19 -3.31
O -2.88 0.88 -2.14
H -2.66 1.79 -1.95
H -3.83 0.84 -2.08
O -3.49 -1.16 0.49
H -4.12 -0.78 -0.12
H -3.61 -2.11 0.39
C 2.13 1.14 0.99
C 2.24 0.01 1.99
O 1.05 -0.78 1.93
H 1.84 0.72 0.03
H 3.02 1.76 1.00
H 1.34 1.83 1.28
H 2.45 0.37 2.99
H 3.11 -0.61 1.75
H 1.15 -1.33 2.71
*
```

***

Below is a structure of composition C18H17F9N2O8OsP2 in a non-equilibrium geometry, with properties calculated with the ωB97M-V functional and the def2-TZVPD basis.

Computed properties:
Electronic energy   -83808.992 eV
Frontier orbital gap (alpha / beta)   6.53 / 6.53 eV
Relative energy (zero: lowest compared OMol25 entry of this formula, charge and spin)   0.0 kcal per mole

ORCA input file:
```
! RIJCOSX wB97M-V def2-TZVPD def2/J DEFGRID3
* xyz 0 1
Os -0.48 0.42 0.09
C -0.97 -2.01 -2.30
C -0.68 -0.69 -2.97
N -0.11 0.39 -2.12
C -0.40 1.70 -2.75
C -1.88 2.03 -2.88
C 1.36 0.19 -2.00
C 1.99 1.14 -1.04
N 1.37 0.87 0.25
C 2.00 1.34 1.42
C 1.67 0.77 2.65
F 0.79 -0.23 2.71
C 2.24 1.22 3.83
F 1.88 0.63 4.97
C 3.15 2.25 3.84
C 3.49 2.82 2.64
F 4.36 3.83 2.59
C 2.94 2.37 1.45
F 3.31 3.01 0.32
H -1.45 -2.67 -3.03
H -1.65 -1.86 -1.47
H -0.07 -2.51 -1.95
H -1.61 -0.31 -3.38
H 0.02 -0.84 -3.80
H 0.07 1.70 -3.74
H 0.08 2.47 -2.15
H -2.32 1.59 -3.77
H -1.99 3.11 -2.95
H -2.43 1.68 -2.01
H 1.83 0.30 -2.99
H 1.52 -0.83 -1.66
H 1.82 2.18 -1.32
H 3.06 0.98 -1.01
H 3.58 2.61 4.77
O -2.29 0.03 2.15
P -3.25 0.69 1.04
O -4.67 0.45 1.22
O -2.49 0.25 -0.24
O -2.92 2.29 1.20
P -1.41 2.84 1.17
O -1.60 4.40 1.17
O -0.59 2.35 2.29
O -0.85 2.39 -0.22
H -2.61 0.14 3.05
H -2.43 4.70 0.78
F -0.02 -6.91 0.53
C -0.07 -5.58 0.52
C 1.10 -4.83 0.48
F 2.28 -5.45 0.42
C 1.04 -3.45 0.48
F 2.18 -2.74 0.40
C -0.17 -2.76 0.52
O -0.18 -1.45 0.52
C -1.33 -3.54 0.56
F -2.52 -2.92 0.58
C -1.28 -4.92 0.55
F -2.42 -5.62 0.57
*
```

***

Below is an isolated molecule of C3H3NO2 in a non-equilibrium geometry, with properties calculated with the ωB97M-V functional and the def2-TZVPD basis.

Computed properties:
Electronic energy   -8741.778 eV
SMILES   Oc1ccno1
Frontier orbital gap   10.03 eV
Relative energy (zero: lowest compared OMol25 entry of this formula, charge and spin)   77.3 kcal per mole

ORCA input file:
```
! RIJCOSX wB97M-V def2-TZVPD def2/J DEFGRID3
* xyz 0 1
O -1.97 0.10 0.04
C -0.62 0.17 -0.10
C 0.20 1.22 -0.02
C 1.53 0.44 0.05
N 1.26 -0.83 0.05
O 0.02 -1.04 -0.06
H -2.14 -0.94 0.21
H -0.11 2.30 0.05
H 2.38 1.01 -0.05
*
```

***

Below is a cluster of 2 separate species, C5H9NS in total in a non-equilibrium geometry, with properties calculated with the ωB97M-V functional and the def2-TZVPD basis.

Computed properties:
Electronic energy   -17651.558 eV
SMILES   C1CC12CC2.N=S
Frontier orbital gap (alpha / beta)   7.33 / 7.34 eV
Relative energy (zero: lowest compared OMol25 entry of this formula, charge and spin)   106.9 kcal per mole

ORCA input file:
```
! RIJCOSX wB97M-V def2-TZVPD def2/J DEFGRID3
* xyz 0 1
C 0.67 1.36 -0.53
C 0.36 1.05 0.91
C 0.81 -0.03 -0.05
C 1.83 -1.12 0.01
C 0.38 -1.43 -0.32
H -0.21 1.60 -1.09
H 1.45 2.11 -0.79
H 1.02 1.52 1.63
H -0.74 1.10 1.14
H 2.34 -1.54 0.85
H 2.29 -1.29 -0.92
H -0.34 -1.81 0.38
H 0.30 -1.85 -1.31
N -3.80 -0.03 -0.32
S -2.94 1.21 0.15
H -3.41 -0.84 0.27
*
```